Formula: C26H34F13NO12S
Source: OMol25
Level of theory: ωB97M-V/def2-TZVPD

The value obtained for the gap between HOMO and LUMO is 9.57 eV. The total charge is 0. The largest force on an atom is 2.66 eV/Å. Its structure (SMILES) is CCOCN(COc1ccccc1)S(=O)(=O)F.CCOC(=O)C(F)(F)F.CCOC(=O)C(F)(F)F.CCOC(=O)C(F)(F)F.CCOC(=O)C(F)(F)F. The calculation puts the HOMO energy at -9.22 eV. As for the LUMO energy: 0.350 eV. The calculation puts the molar mass at 831.59 g/mol.

Cartesian coordinates (Å):
C 2.688 1.212 3.009
C 2.653 1.791 1.596
O 1.771 1.059 0.758
C 0.410 1.244 1.114
N -0.352 1.338 -0.132
C -1.297 2.471 -0.177
O -1.944 2.745 1.041
C -2.992 1.903 1.393
C -4.086 1.664 0.582
C -5.062 0.784 1.016
C -4.953 0.150 2.243
C -3.871 0.412 3.070
C -2.895 1.291 2.630
S -0.966 -0.130 -0.573
O 0.068 -0.900 -1.165
O -1.683 -0.809 0.456
F -1.980 0.199 -1.699
H 3.647 1.393 3.490
H 2.502 0.141 2.975
H 1.922 1.652 3.650
H 3.638 1.740 1.142
H 2.381 2.851 1.590
H 0.110 0.382 1.708
H 0.330 2.169 1.680
H -1.995 2.349 -0.998
H -0.710 3.354 -0.419
H -4.167 2.162 -0.368
H -5.923 0.543 0.410
H -5.706 -0.546 2.586
H -3.754 -0.042 4.042
H -2.045 1.498 3.267
C 0.737 -3.649 0.963
C -0.447 -3.514 1.896
O -0.838 -4.800 2.430
C -0.147 -5.234 3.467
O 0.762 -4.663 3.995
C -0.701 -6.587 3.933
F -0.939 -7.409 2.903
F -1.861 -6.445 4.588
F 0.142 -7.226 4.748
H 0.524 -4.367 0.170
H 0.963 -2.684 0.512
H 1.626 -4.003 1.487
H -1.312 -3.139 1.357
H -0.240 -2.817 2.708
C 3.548 -8.911 3.466
C 3.105 -7.597 2.860
O 4.241 -6.799 2.475
C 4.782 -7.085 1.301
O 4.426 -7.933 0.538
C 5.944 -6.118 1.019
F 6.722 -5.958 2.096
F 5.468 -4.915 0.671
F 6.704 -6.566 0.024
H 4.231 -8.735 4.298
H 2.686 -9.470 3.828
H 4.076 -9.522 2.734
H 2.560 -7.014 3.600
H 2.442 -7.752 2.010
C 0.897 2.777 -4.960
C 1.695 4.063 -4.970
O 1.568 4.758 -3.714
C 2.367 4.343 -2.740
O 3.172 3.465 -2.803
C 2.133 5.194 -1.482
F 0.825 5.382 -1.250
F 2.697 6.400 -1.614
F 2.653 4.604 -0.410
H -0.145 2.976 -4.704
H 0.935 2.301 -5.939
H 1.289 2.078 -4.221
H 1.308 4.746 -5.723
H 2.745 3.884 -5.194
C -2.961 7.569 -4.203
C -2.848 6.307 -5.028
O -2.963 5.133 -4.198
C -4.196 4.749 -3.900
O -5.213 5.269 -4.246
C -4.140 3.470 -3.051
F -3.200 3.562 -2.089
F -3.836 2.410 -3.808
F -5.303 3.225 -2.460
H -2.227 7.565 -3.396
H -2.791 8.445 -4.828
H -3.948 7.654 -3.750
H -1.865 6.241 -5.491
H -3.591 6.276 -5.824



Formula: C26H34FeNO2
Source: OMol25
Level of theory: ωB97M-V/def2-TZVPD

Its multiplicity is 5. The value obtained for the gap between HOMO and LUMO (spin up / spin down) is 6.17 / 6.02 eV. The total charge is -1. The largest force on an atom is 2.34 eV/Å. The expectation value of S² is 6.024. The calculation puts the HOMO energy (spin up / spin down) at -3.46 / -3.31 eV. As for the LUMO energy (spin up / spin down): 2.712 / 2.711 eV. The calculation puts the molar mass at 448.41 g/mol.

Cartesian coordinates (Å):
C 2.364 -0.040 0.759
C 2.258 -0.902 -0.361
C 1.714 -0.155 -1.442
H 2.626 -1.923 -0.398
C 1.397 1.167 -0.954
C 1.795 1.222 0.416
H 1.002 1.999 -1.527
C -1.504 -2.119 1.213
C -0.380 -2.877 0.766
C -0.296 -2.772 -0.647
H 0.271 -3.500 1.383
C -1.330 -1.887 -1.099
C -2.108 -1.518 0.076
H 1.670 -0.487 -2.472
H 1.777 2.103 1.039
H 2.917 -0.258 1.667
H -3.051 -0.982 0.021
H 0.385 -3.303 -1.321
H -1.894 -2.074 2.218
Fe -0.211 -0.227 0.013
C -1.642 -1.427 -2.502
C -3.173 -1.377 -2.624
C -1.012 -2.349 -3.549
H -3.592 -2.356 -2.363
H -3.509 -1.100 -3.631
H -3.566 -0.628 -1.932
H -1.345 -3.383 -3.431
H 0.084 -2.355 -3.511
H -1.300 -2.032 -4.561
C -0.976 -0.027 -2.657
C -1.885 1.149 -2.850
H -0.133 -0.043 -3.346
H -0.537 0.306 -1.687
O -2.622 1.438 -1.902
N -1.726 1.878 -4.031
C -0.512 2.751 -4.150
H -2.560 2.451 -4.186
C 0.770 2.016 -4.451
C 2.014 2.548 -4.049
H 2.022 3.499 -3.516
C 3.208 1.884 -4.330
H 4.153 2.327 -4.015
C 3.216 0.665 -5.020
H 4.149 0.167 -5.253
C 1.986 0.127 -5.423
H 1.963 -0.829 -5.956
C 0.783 0.817 -5.188
H -0.164 0.406 -5.561
H -0.394 3.315 -3.213
H -0.678 3.509 -4.931
C -1.550 0.527 3.796
C -0.234 0.424 3.053
C 0.664 1.574 3.465
C 0.505 -0.824 3.514
O -0.548 0.473 1.702
H -1.351 0.483 4.871
H -2.226 -0.278 3.498
H -2.058 1.451 3.521
H 0.762 1.609 4.554
H 1.658 1.445 3.037
H 0.279 2.514 3.073
H -0.114 -1.712 3.429
H 1.408 -0.979 2.919
H 0.795 -0.706 4.560